DFT (ωB97M-V/def2-TZVPD) results for an isolated molecule of C4H9N3 at a distorted geometry.

LUMO (spin up / spin down) in eV: 0.88 / 0.88
Kohn-Sham gap (spin up / spin down) in eV: 7.2 / 7.2
Structure (SMILES): C=CNC=C(N)N

Each line ends with the Mulliken charge.
Atoms and positions in Å:
C1 1.0443 -1.6541 0.9771  -0.792
C2 0.0866 -1.5771 0.0230  -0.009
N1 -1.2167 -0.9692 0.0597  -0.290
C3 -1.1913 0.2485 -0.5419  -0.392
C4 -0.0264 0.9818 -0.3217  0.313
N2 0.2878 1.4355 0.9532  -0.565
N3 0.3767 1.8609 -1.3196  -0.685
H1 1.3008 -0.8498 1.6552  0.186
H2 1.6619 -2.5396 1.0699  0.266
H3 -0.0284 -2.5003 -0.5511  0.347
H4 -2.0148 -1.5697 -0.1497  0.344
H5 -1.8549 0.3864 -1.3896  0.320
H6 0.0909 0.7095 1.6443  0.214
H7 -0.1808 2.3059 1.1769  0.215
H8 0.4165 1.4238 -2.2343  0.261
H9 1.2480 2.3076 -1.0515  0.268



DFT (ωB97M-V/def2-TZVPD) results for a structure of composition C44H65F4N2O4PS2SeTa at a distorted geometry.

LUMO (spin up / spin down) in eV: 0.36 / 0.38
Kohn-Sham gap (spin up / spin down) in eV: 7.0 / 8.2
Multiplicity: 2
<S²>: 0.753

Each line ends with the Mulliken charge.
Atoms and positions in Å:
Ta1 0.3484 0.0417 -0.1098  -1.196
C1 -4.2616 -0.7938 -0.7119  -1.670
C2 -2.8832 -0.3024 -0.2712  0.777
N1 -1.7540 -0.5402 -1.2322  1.408
C3 -2.1246 0.1431 -2.5049  -0.884
C4 -1.1029 0.2036 -3.6396  -1.324
C5 -1.6225 -2.0001 -1.4139  -1.201
C6 -0.3286 -2.3648 -2.0881  -1.186
N2 0.7497 -1.6782 -1.3799  0.933
C7 2.0295 -2.1407 -1.6047  -0.241
C8 2.9946 -1.7923 -0.6700  -0.128
F1 2.5538 -1.0073 0.3584  0.130
C9 4.3148 -2.1594 -0.7143  -0.018
F2 5.1280 -1.7399 0.2649  -0.306
C10 4.7852 -2.9454 -1.7462  -0.697
C11 3.8574 -3.3095 -2.7010  0.203
F3 4.2436 -4.0544 -3.7477  -0.342
C12 2.5278 -2.9273 -2.6544  0.592
F4 1.7483 -3.2966 -3.6908  -0.388
H1 -4.9357 -0.7465 0.1459  0.466
H2 -4.2512 -1.8290 -1.0526  0.327
H3 -4.6974 -0.1808 -1.5015  0.380
H4 -2.6139 -0.7743 0.6669  -0.837
H5 -2.9457 0.7632 -0.0746  0.182
H6 -2.4226 1.1523 -2.2188  0.746
H7 -3.0306 -0.3404 -2.8819  0.453
H8 -0.0811 0.1951 -3.2693  -0.078
H9 -1.2498 1.1266 -4.2027  0.415
H10 -1.2163 -0.6236 -4.3397  0.418
H11 -2.4529 -2.4283 -1.9870  0.503
H12 -1.6498 -2.4349 -0.4159  0.347
H13 -0.3343 -2.1056 -3.1443  0.406
H14 -0.2312 -3.4542 -2.0382  0.708
H15 5.8193 -3.2507 -1.8082  0.531
C13 1.7857 7.1615 3.1489  -1.569
C14 0.4411 6.4428 3.3242  2.069
C15 -0.6333 7.2555 2.6020  -1.905
C16 0.0848 6.3837 4.8162  -1.682
C17 0.5463 5.0198 2.7701  -0.247
C18 -0.2493 4.5570 1.7250  -0.620
C19 -0.0861 3.2620 1.2797  0.788
Se1 -1.0510 2.5824 -0.2414  0.098
C20 0.1598 3.2562 -1.5555  0.829
C21 0.0857 4.5755 -1.9669  -0.465
C22 0.9975 5.0562 -2.8945  -0.623
C23 1.9327 4.1498 -3.3889  -0.506
C24 2.0376 2.8109 -3.0115  0.524
C25 1.1193 2.3694 -2.0465  -0.193
O1 1.0945 1.0932 -1.6038  0.194
C26 3.1345 1.9774 -3.7036  2.338
C27 4.4984 2.6223 -3.4179  -1.858
C28 3.2256 0.5154 -3.2666  -2.112
C29 2.8695 1.9866 -5.2169  -1.831
C30 1.0056 6.5077 -3.3791  2.047
C31 -0.0858 7.3376 -2.7043  -2.085
C32 0.7757 6.5429 -4.8954  -1.692
C33 2.3623 7.1487 -3.0565  -1.560
C34 0.8402 2.3963 1.8549  -0.253
O2 0.8387 1.1444 1.3491  0.125
C35 1.6550 2.8101 2.9021  0.160
C36 1.4692 4.1332 3.3144  -0.724
C37 2.7136 1.9766 3.6452  2.585
C38 2.3393 1.9237 5.1332  -1.888
C39 2.8659 0.5344 3.1572  -1.902
C40 4.0774 2.6656 3.4833  -1.889
H16 1.7177 8.1879 3.5202  0.464
H17 2.0727 7.1970 2.0951  0.306
H18 2.5858 6.6611 3.6981  0.306
H19 -0.6868 8.2556 3.0375  0.453
H20 -1.6229 6.8010 2.6957  0.384
H21 -0.4091 7.3703 1.5377  0.199
H22 -0.0277 7.3941 5.2186  0.468
H23 0.8612 5.8786 5.3945  0.311
H24 -0.8523 5.8448 4.9737  0.343
H25 -0.9867 5.1951 1.2572  0.559
H26 -0.6758 5.2204 -1.5491  0.460
H27 2.6396 4.5088 -4.1292  0.313
H28 4.7217 2.5989 -2.3481  0.338
H29 4.5434 3.6626 -3.7454  0.337
H30 5.2856 2.0723 -3.9404  0.481
H31 3.4216 0.4176 -2.2018  0.130
H32 4.0555 0.0493 -3.8066  0.750
H33 2.3184 -0.0461 -3.4926  0.258
H34 2.9447 2.9870 -5.6472  0.347
H35 1.8721 1.5984 -5.4386  0.295
H36 3.6007 1.3507 -5.7230  0.496
H37 -1.0861 6.9532 -2.9204  0.370
H38 -0.0403 8.3650 -3.0720  0.464
H39 0.0409 7.3689 -1.6184  0.300
H40 -0.1779 6.0779 -5.1567  0.342
H41 1.5642 6.0145 -5.4356  0.314
H42 0.7622 7.5766 -5.2513  0.463
H43 2.5577 7.1262 -1.9817  0.302
H44 2.3754 8.1914 -3.3855  0.464
H45 3.1835 6.6310 -3.5569  0.308
H46 2.0888 4.4862 4.1309  0.301
H47 1.3653 1.4483 5.2721  0.314
H48 2.2941 2.9152 5.5879  0.313
H49 3.0866 1.3406 5.6783  0.496
H50 1.9434 -0.0406 3.2372  -0.036
H51 3.6280 0.0485 3.7732  0.606
H52 3.2009 0.4854 2.1227  0.309
H53 4.0879 3.6695 3.9128  0.308
H54 4.3463 2.7486 2.4275  0.311
H55 4.8510 2.0791 3.9857  0.513
C41 -4.0215 -3.1604 4.4371  -1.088
C42 -3.9605 -1.9478 3.5407  -0.332
O3 -2.8104 -2.0144 2.6590  -0.345
P1 -1.4905 -1.1839 3.0003  1.244
S1 -0.1611 -1.8224 1.6010  -0.658
S2 -1.8020 0.7154 3.2108  -0.388
O4 -1.0566 -1.8763 4.3774  -0.416
C43 0.0245 -1.3307 5.1629  0.812
C44 -0.4246 -1.2422 6.5984  -1.493
H56 -4.9646 -3.1554 4.9886  0.412
H57 -3.1984 -3.1665 5.1495  0.188
H58 -3.9763 -4.0760 3.8458  0.284
H59 -3.9227 -1.0133 4.1017  0.357
H60 -4.8241 -1.9080 2.8786  0.331
H61 0.2884 -0.3453 4.7793  -0.677
H62 0.8806 -1.9943 5.0375  0.333
H63 -1.2346 -0.5188 6.7009  0.282
H64 0.4068 -0.9241 7.2315  0.427
H65 -0.7751 -2.2120 6.9557  0.386



DFT (ωB97M-V/def2-TZVPD) results for a cluster of 5 separate species, C17H28BF4N4O15 in total at a distorted geometry.

LUMO in eV: -2.97
Kohn-Sham gap in eV: 10.3
Net charge: +1

Each line ends with the Mulliken charge.
Atoms and positions in Å:
C1 3.0771 2.3104 1.8610  -1.028
N1 2.7024 0.9132 2.0161  0.195
C2 1.5226 0.4002 2.0872  0.502
N2 0.4264 1.2829 2.0482  -0.310
O1 -0.1071 1.2032 0.7282  -0.242
C3 -1.1266 0.1986 0.6050  -0.075
C4 -2.4218 0.5738 1.3290  0.500
C5 -3.6110 0.6368 0.3780  -1.187
O2 -2.5809 -0.4190 2.3466  -0.559
N3 1.3870 -0.9484 2.1562  -0.428
B1 1.8871 -1.8512 1.0989  0.479
N4 1.0209 -2.9504 0.7596  -0.437
O3 3.0911 -1.5125 0.5207  -0.533
H1 3.6538 2.6019 2.7359  0.295
H2 2.2055 2.9441 1.7518  0.422
H3 3.7072 2.4024 0.9795  0.308
H4 3.4847 0.2686 2.0342  0.198
H5 -0.2878 1.0876 2.7465  0.363
H6 -1.2654 0.0798 -0.4684  0.139
H7 -0.7811 -0.7560 1.0017  0.021
H8 -2.2610 1.5450 1.8145  0.240
H9 -3.7073 1.6359 -0.0430  0.381
H10 -4.5212 0.3795 0.9197  0.254
H11 -3.4693 -0.1038 -0.4070  0.226
H12 -3.4860 -0.3972 2.6774  0.320
H13 0.4476 -1.2081 2.4349  0.238
H14 1.5603 -3.7853 0.5490  0.278
H15 0.4687 -2.7815 -0.0785  0.144
H16 3.9043 -1.7872 0.9598  0.331
C6 6.3155 -0.5525 -0.7105  -0.455
C7 7.4798 0.4260 -0.6765  0.259
O4 7.0271 1.3855 0.2742  -0.290
C8 6.1530 0.7980 1.1046  0.603
O5 5.7565 1.2614 2.1253  -0.541
O6 5.7689 -0.4087 0.6135  -0.236
F1 7.6786 1.0311 -1.8581  -0.266
H17 5.5758 -0.2289 -1.4432  0.283
H18 6.6024 -1.5835 -0.8874  0.321
H19 8.4235 0.0083 -0.3241  0.300
C9 -2.5123 -3.2959 -3.7780  -0.419
C10 -2.4655 -2.6852 -2.3889  0.326
O7 -3.2809 -1.5495 -2.5327  -0.235
C11 -4.1919 -1.7969 -3.5330  0.575
O8 -5.1548 -1.1476 -3.7292  -0.489
O9 -3.8024 -2.8838 -4.2302  -0.343
F2 -1.2077 -2.2827 -2.0244  -0.293
H20 -1.7407 -2.8538 -4.4107  0.287
H21 -2.4407 -4.3784 -3.7939  0.311
H22 -2.8637 -3.3196 -1.5952  0.250
C12 1.8035 4.4477 -1.6315  -0.180
C13 2.9904 5.1815 -1.0297  0.258
O10 4.0036 4.9399 -1.9713  -0.298
C14 3.4235 4.7069 -3.1912  0.601
O11 3.9978 4.6814 -4.2182  -0.463
O12 2.0906 4.5145 -3.0247  -0.334
F3 3.3723 4.6571 0.1692  -0.206
H23 1.8044 3.4037 -1.3090  0.118
H24 0.8410 4.9026 -1.4203  0.287
H25 2.8492 6.2558 -0.9061  0.206
C15 -7.5159 -2.8243 2.2352  -0.432
C16 -7.0025 -1.6012 1.4932  0.299
O13 -5.9463 -2.1392 0.7318  -0.184
C17 -6.1914 -3.4665 0.5182  0.595
O14 -5.6040 -4.1313 -0.2629  -0.468
O15 -7.1886 -3.8783 1.3245  -0.336
F4 -6.5008 -0.6496 2.3265  -0.295
H26 -6.9597 -2.9609 3.1638  0.282
H27 -8.5825 -2.8157 2.4324  0.286
H28 -7.7254 -1.1307 0.8259  0.287



DFT (ωB97M-V/def2-TZVPD) results for a cluster of 3 separate species, C3H12N2O3 in total at a distorted geometry.

LUMO in eV: 0.66
Kohn-Sham gap in eV: 10.0
Structure (SMILES): CCNC(N)=O.O.O

Each line ends with the Mulliken charge.
Atoms and positions in Å:
C1 1.6497 -1.4326 -0.2848  -0.830
C2 1.0972 -0.5850 0.8734  -0.471
N1 1.3913 0.8436 0.8551  -0.285
C3 0.6545 1.6574 -0.0629  0.365
N2 -0.5660 2.1238 0.4895  -0.358
O1 1.0917 1.9832 -1.1149  -0.560
H1 2.6704 -1.6342 -0.0837  0.391
H2 1.4646 -0.9455 -1.3457  0.129
H3 1.0114 -2.3576 -0.3522  0.290
H4 -0.0343 -0.6300 1.0318  0.186
H5 1.3462 -0.9703 1.7705  0.471
H6 2.4081 0.9722 0.7857  0.249
H7 -1.0221 2.9329 0.1803  0.217
H8 -0.6508 1.8630 1.4690  0.244
O2 -2.9152 -1.5771 1.4077  -0.650
H9 -2.5255 -2.3778 1.8425  0.315
H10 -2.9904 -1.6814 0.4985  0.305
O3 -1.4116 -1.7635 -2.0066  -0.619
H11 -0.9275 -2.0748 -2.7530  0.298
H12 -1.0548 -0.8476 -1.9006  0.314



Which M belongs to each record? In order, 99.1 1117.0 615.2 124.1 Da.